Record 1
Below is C40H45BCsN11OSi as an isolated structure, with properties calculated with ωB97M-V with the def2-TZVPD basis set.

ORCA input file:
```
! wB97M-V def2-TZVPD RIJCOSX def2/J DEFGRID3
* xyz -2 1
Cs 0.935 0.201 -0.847
C 4.086 3.869 -0.332
C 2.898 3.114 -0.240
N 2.901 2.122 -1.165
N 4.059 2.197 -1.853
C 4.815 3.220 -1.360
B 4.454 1.243 -3.031
N 3.302 1.076 -4.067
C 2.465 2.054 -4.573
C 1.736 1.473 -5.601
C 2.218 0.143 -5.701
N 3.201 -0.059 -4.796
N 4.770 -0.142 -2.449
C 5.908 -0.832 -2.545
C 5.754 -2.061 -1.843
C 4.438 -2.020 -1.393
N 3.808 -0.874 -1.774
H 4.352 4.729 0.246
H 2.025 3.218 0.408
H 5.804 3.455 -1.731
H 5.442 1.634 -3.613
H 2.372 3.086 -4.190
H 0.977 1.955 -6.222
H 2.016 -0.696 -6.343
H 6.808 -0.533 -3.086
H 6.449 -2.875 -1.764
H 3.830 -2.739 -0.897
C -4.042 -5.131 3.316
C -3.143 -3.933 3.409
C -2.020 -3.915 4.301
C -1.205 -2.805 4.324
C -1.326 -1.700 3.421
N -0.471 -0.705 3.390
C 0.140 -0.193 4.416
C -0.609 0.138 5.587
C -0.102 0.950 6.555
C 1.294 1.301 6.529
C 1.846 2.336 7.520
C 2.092 0.780 5.509
C 1.536 0.192 4.378
N 2.348 -0.030 3.300
C 3.737 -0.386 3.371
C 4.148 -0.502 2.089
C 3.028 -0.242 1.233
N 1.927 -0.020 1.961
C -2.466 -1.764 2.453
C -3.359 -2.855 2.537
N -2.731 -0.751 1.568
C -3.959 -0.059 1.378
C -3.680 1.049 0.622
C -2.250 1.022 0.405
N -1.713 -0.078 0.953
H -4.075 -5.671 4.274
H -5.065 -4.848 3.008
H -3.687 -5.804 2.523
H -1.790 -4.728 4.949
H -0.416 -2.721 5.050
H -1.622 -0.244 5.674
H -0.753 1.266 7.347
H 1.015 2.904 7.978
H 2.419 1.864 8.318
H 2.512 3.079 7.013
H 3.158 1.022 5.556
H 4.308 -0.483 4.290
H 5.169 -0.626 1.752
H 3.201 -0.123 0.161
H -4.273 -2.901 1.914
H -4.869 -0.435 1.814
H -4.377 1.762 0.210
H -1.644 1.817 -0.005
C -0.320 3.796 -2.876
C -0.412 3.972 -1.346
C -0.851 5.369 -0.850
O -0.091 3.107 -0.559
H -0.137 4.772 -3.350
H -1.281 3.489 -3.286
H 0.416 3.055 -3.115
H -1.812 5.656 -1.284
H -0.127 6.141 -1.059
H -1.007 5.388 0.230
C -2.264 -0.983 -5.533
Si -2.610 -0.579 -3.700
C -3.843 0.808 -3.536
C -3.455 -2.133 -3.027
C -3.289 -3.400 -3.639
C -4.052 -4.471 -3.219
C -4.877 -4.379 -2.095
C -5.005 -3.163 -1.454
C -4.220 -2.076 -1.876
H -3.098 -1.579 -5.908
H -1.336 -1.557 -5.629
H -2.183 -0.054 -6.122
H -4.826 0.463 -3.251
H -3.987 1.396 -4.462
H -3.488 1.496 -2.742
H -2.598 -3.540 -4.505
H -3.936 -5.396 -3.743
H -5.381 -5.261 -1.716
H -5.695 -2.982 -0.643
H -4.292 -1.140 -1.291
*
```

The largest force on an atom comes out at 4.6 eV/A. The value obtained for the energy above the lowest of the compared OMol25 structures with the same formula, charge and spin is 0.0 kcal per mole. The LUMO energy is 3.43 eV.

***

Record 2
Below is a 4-piece molecular cluster, C12H25N5O3 overall, with properties calculated with ωB97M-V with the def2-TZVPD basis set.

ORCA input file:
```
! wB97M-V def2-TZVPD RIJCOSX def2/J DEFGRID3
* xyz 0 1
C -0.698 0.934 -0.754
C 0.153 1.345 0.601
C -0.727 -0.573 -1.213
C -1.671 -0.778 -2.327
C -3.148 -0.533 -2.269
C -4.311 -2.366 -3.672
C 2.556 1.525 1.437
C 3.315 2.422 0.308
C 3.266 0.517 2.216
C 2.196 -0.258 3.177
C 2.782 -1.551 3.841
C 1.569 0.424 4.237
H -1.194 2.952 -1.629
H 0.738 2.355 -1.612
H -1.760 1.029 -0.474
H -1.048 -1.057 -0.191
H 0.229 -0.933 -1.514
H -0.971 -0.255 -3.059
H -1.429 -1.823 -2.607
H -3.525 0.480 -1.834
H -3.279 -1.115 -1.274
H -4.042 -0.313 -4.091
H -3.258 -3.041 -2.001
H -5.859 -2.251 -5.028
H -5.208 -3.761 -4.700
H 1.869 0.705 -0.318
H 2.260 2.306 2.129
H 4.174 0.866 2.881
H 3.804 -0.121 1.458
H 1.325 -0.601 2.444
H 1.694 -2.218 4.085
H 3.237 -1.168 4.771
H 3.423 -2.099 3.107
H 0.270 -0.242 4.289
H 2.442 0.137 5.654
H 1.329 1.917 4.008
H 4.773 3.608 0.238
N -0.417 2.017 -1.805
N -4.060 -0.988 -3.357
N -4.043 -3.226 -2.698
N -5.085 -2.730 -4.744
N 1.448 0.871 0.675
O -0.351 1.851 1.532
O 3.345 2.177 -0.878
O 3.888 3.564 0.965
*
```

The largest force on an atom comes out at 7.0 eV/A. The value obtained for the energy above the lowest of the compared OMol25 structures with the same formula, charge and spin is 286.0 kcal per mole. The LUMO energy is 0.19 eV.

***

Record 3
Below is one molecule with the formula C2H2OS3, with properties calculated with ωB97M-V with the def2-TZVPD basis set.

ORCA input file:
```
! wB97M-V def2-TZVPD RIJCOSX def2/J DEFGRID3
* xyz 0 1
C 0.379 0.558 -0.463
C -0.268 -0.549 0.555
H 1.846 -0.409 0.143
H -1.846 0.735 0.090
O 1.648 0.400 -0.678
S -0.646 1.708 -1.202
S -1.860 -0.456 0.928
S 0.747 -1.986 0.627
*
```

The largest force on an atom comes out at 4.5 eV/A. As for the SMILES: OC(=S)C(=S)S. The value obtained for the energy above the lowest of the compared OMol25 structures with the same formula, charge and spin is 30.3 kcal per mole. The LUMO energy is -1.88 eV.